Entry 1:
The following is a DFT calculation (wB97M-V/def2-TZVPD) of C2H8N2O2 as an isolated structure.

Highest occupied orbital energy = -8.235 eV
Orbital gap = 0.3374 Ha
Multiplicity = 1

```
14
C2H8N2O2 (wB97M-V/def2-TZVPD)
C 0.018 0.240 0.791
C -0.745 0.984 -1.606
N 1.389 -0.203 0.773
N -0.292 -0.096 -0.728
O 1.359 -1.606 1.250
O -0.851 -0.366 1.657
H 2.040 -1.604 1.931
H -0.446 -1.236 1.839
H 1.031 -0.343 -0.529
H -0.926 -0.892 -0.757
H -0.031 1.331 0.878
H -0.844 0.616 -2.627
H -1.705 1.396 -1.282
H 0.002 1.778 -1.590
```

Atomic partial charges in e from the natural (NBO) method, atoms 1 to 5: C 0.3631; C -0.4188; N -0.4535; N -0.6745; O -0.6666


Entry 2:
The following is a DFT calculation (wB97M-V/def2-TZVPD) of a 2-piece molecular cluster, C2H8N2O2 overall.

Highest occupied orbital energy = -9.406 eV
Orbital gap = 0.3587 Ha
Structure (SMILES) = O=CO.NCN
Multiplicity = 1

```
14
C2H8N2O2 (wB97M-V/def2-TZVPD)
O 2.337 2.734 -0.258
C 1.535 2.714 0.615
O 1.471 3.692 1.542
H 0.838 1.888 0.847
H 0.675 3.694 2.081
N -1.961 -1.847 0.124
C -1.064 -1.454 -0.934
N 0.344 -1.762 -0.657
H -1.662 -2.774 0.425
H -1.736 -1.305 0.959
H -1.332 -2.027 -1.820
H -1.190 -0.401 -1.189
H 0.871 -2.182 -1.409
H 0.875 -0.969 -0.324
```

Atomic partial charges in e from the natural (NBO) method, atoms 1 to 5: O -0.5341; C 0.6466; O -0.6877; H 0.0848; H 0.4900


| no. | LUMO (eV) | calculated total energy (a.u.) | M (g/mol) |
| --- | --- | --- | --- |
| 1 | 0.94 | -340.85421 | 92.098 |
| 2 | 0.36 | -340.97879 | 92.098 |